[1]
H4O2 | wB97M-V/def2-TZVPD

Bonds (Å) are listed after each position.
Geometry (Å):
1 H 0.40 0.23 -0.82  O5 0.968
2 H 0.23 -0.42 1.82  O4 0.962
3 H -0.85 0.64 1.58  O4 0.962
4 O -0.18 0.12 1.14  H2 0.962, H3 0.962
5 O 0.58 -0.03 -1.73  H1 0.968, H6 0.961
6 H -0.18 -0.55 -1.99  O5 0.961

Total charge   0
Electronic energy   -4159.9146 eV
Orbital gap   11.5 eV
Structure (SMILES)   O.O
Energy relative to the best compared isomer or geometry (same formula, charge and spin)   0.0243 eV
E_HOMO   -10.88 eV
Lowest unoccupied orbital energy   0.022 hartree

[2]
H4O2 | wB97M-V/def2-TZVPD

Bonds (Å) are listed after each position.
Geometry (Å):
1 H -0.69 2.83 -1.06  O5 0.973
2 O 0.73 -2.76 0.32  H3 0.963, H6 0.963
3 H 0.12 -3.11 0.98  O2 0.963
4 H 0.21 2.82 0.17  O5 0.972
5 O -0.56 2.38 -0.21  H1 0.973, H4 0.972
6 H 0.19 -2.16 -0.20  O2 0.963

Total charge   0
Electronic energy   -4159.7425 eV
Orbital gap   12.4 eV
Structure (SMILES)   O.O
Energy relative to the best compared isomer or geometry (same formula, charge and spin)   0.1964 eV
E_HOMO   -11.48 eV
Lowest unoccupied orbital energy   0.033 hartree

[3]
H4O2 | wB97M-V/def2-TZVPD

Bonds (Å) are listed after each position.
Geometry (Å):
1 O -1.58 0.09 -0.16  H4 1.002, H6 0.962
2 O 1.05 0.00 -0.08  H3 0.987, H5 1.024
3 H 1.37 0.91 0.13  O2 0.987
4 H -0.59 0.06 -0.05  O1 1.002
5 H 1.87 -0.59 -0.25  O2 1.024
6 H -2.12 -0.47 0.41  O1 0.962

Total charge   0
Electronic energy   -4159.6059 eV
Orbital gap   10.9 eV
Structure (SMILES)   O.O
Energy relative to the best compared isomer or geometry (same formula, charge and spin)   0.3330 eV
E_HOMO   -10.45 eV
Lowest unoccupied orbital energy   0.018 hartree

[4]
H4O2 | wB97M-V/def2-TZVPD

Bonds (Å) are listed after each position.
Geometry (Å):
1 H -0.26 0.99 0.59  O2 0.941
2 O -1.15 0.74 0.45  H1 0.941, H5 1.009
3 H 0.81 -1.31 0.04  O4 0.943
4 O 1.17 -0.63 -0.51  H3 0.943, H6 0.942
5 H -1.16 -0.09 1.02  O2 1.009
6 H 0.52 -0.43 -1.16  O4 0.942

Total charge   0
Electronic energy   -4159.6728 eV
Orbital gap   12.0 eV
Structure (SMILES)   O.O
Energy relative to the best compared isomer or geometry (same formula, charge and spin)   0.2661 eV
E_HOMO   -11.33 eV
Lowest unoccupied orbital energy   0.026 hartree

Number 4 is which compound?
H4O2